ORCA calculation (ωB97M-V with the def2-TZVPD basis set) on one molecule with the formula C7H6INO2 at a distorted geometry.

The geometry in ORCA input format:
```
! RIJCOSX wB97M-V def2-TZVPD def2/J DEFGRID3
* xyz 0 1
C -1.305 -0.051 -1.071
C -0.762 1.128 -1.248
C 0.566 -0.933 0.255
C 1.255 0.632 -0.023
C -0.795 0.691 1.080
C -0.836 -0.565 0.263
C 0.077 1.416 0.050
N 1.238 -2.078 -0.055
O 2.409 -1.991 -0.407
O 0.693 -3.145 0.185
I 3.253 1.045 0.165
H -1.724 -0.761 -1.686
H -0.860 1.818 -2.064
H -1.723 1.212 1.577
H -0.160 0.493 2.012
H -1.483 -1.429 0.656
H 0.157 2.519 0.311
*
```

As for the SMILES: O=[N+]([O-])C1=C(I)[C@H]2C=C[C@@H]1C2. As for the energy above the lowest of the compared OMol25 structures with the same formula, charge and spin: 46.28 kcal per mole.

ORCA calculation (ωB97M-V with the def2-TZVPD basis set) on one molecule with the formula C7H6N2O at a distorted geometry.

The geometry in ORCA input format:
```
! RIJCOSX wB97M-V def2-TZVPD def2/J DEFGRID3
* xyz 0 1
C 0.259 -2.380 -0.636
C 0.126 -1.053 -0.182
C 1.258 -0.364 -0.073
C 1.069 1.120 0.081
C -0.013 1.794 0.289
C -0.199 3.147 0.952
C -1.223 0.962 0.156
H 1.265 -2.899 -1.063
H -0.673 -2.734 -1.322
H 0.294 -3.012 0.492
H 2.086 -0.721 -0.567
H 1.933 1.842 0.314
H -2.135 -0.886 -0.410
N -0.654 4.168 1.460
N -1.085 -0.479 -0.130
O -2.308 1.494 0.640
*
```

As for the SMILES: Cc1ccc(C#N)c(=O)[nH]1. As for the energy above the lowest of the compared OMol25 structures with the same formula, charge and spin: 83.11 kcal per mole.

ORCA calculation (ωB97M-V with the def2-TZVPD basis set) on C7H6NNiO6 as an isolated structure at a distorted geometry.

The geometry in ORCA input format:
```
! RIJCOSX wB97M-V def2-TZVPD def2/J DEFGRID3
* xyz 1 3
O -2.154 2.428 -2.136
C -1.504 1.569 -1.616
Ni 1.757 -0.751 0.911
O 0.967 2.547 -1.012
C 0.298 1.601 -0.974
C -0.717 -0.730 -0.888
O -0.608 -1.541 -1.780
C 2.975 0.308 0.034
O 4.013 0.852 -0.097
C -1.791 0.291 -0.763
O -2.668 0.332 0.094
H 0.239 -0.614 0.202
C -0.383 -3.029 3.833
C -0.402 -1.982 2.761
N -1.618 -1.564 2.372
O 0.659 -1.549 2.247
H -1.098 -2.741 4.609
H 0.625 -3.133 4.236
H -0.738 -3.977 3.413
H -1.760 -0.862 1.631
H -2.420 -1.910 2.899
*
```

The expectation value of S² is 2.021. As for the energy above the lowest of the compared OMol25 structures with the same formula, charge and spin: 25.63 kcal per mole.

ORCA calculation (ωB97M-V with the def2-TZVPD basis set) on an isolated ion of composition C7H6NO2 and charge -1 at a distorted geometry.

The geometry in ORCA input format:
```
! RIJCOSX wB97M-V def2-TZVPD def2/J DEFGRID3
* xyz -1 1
C 0.316 0.369 -1.807
C -0.103 -1.702 0.595
C 0.975 -0.997 0.258
C 1.324 1.704 0.283
C -1.322 -0.834 0.337
C -0.895 0.590 0.369
C 0.397 0.599 -0.372
N 0.352 0.046 -2.923
O 0.779 2.842 0.342
O 2.443 1.395 0.716
H -0.193 -2.835 0.711
H 2.032 -1.215 0.065
H -1.552 -0.993 -0.724
H -2.139 -1.196 0.977
H -1.652 1.177 -0.151
H -0.760 1.051 1.323
*
```

As for the SMILES: N#C[C@]1(C(=O)[O-])C=CCC1. As for the energy above the lowest of the compared OMol25 structures with the same formula, charge and spin: 0.00 kcal per mole.

ORCA calculation (ωB97M-V with the def2-TZVPD basis set) on a 2-piece molecular cluster, C7H6NO4S overall at a distorted geometry.

The geometry in ORCA input format:
```
! RIJCOSX wB97M-V def2-TZVPD def2/J DEFGRID3
* xyz -1 1
C -1.736 1.649 -1.271
C -2.011 1.449 0.092
C -0.974 0.752 -1.905
C -1.599 0.324 0.823
C -0.525 -0.344 -1.205
C -0.818 -0.639 0.144
C 0.415 -2.280 -0.734
N 2.416 -0.875 2.125
O 1.706 0.689 0.297
O 3.890 -0.371 0.127
O 0.199 -1.339 -1.714
O -0.189 -1.835 0.407
S 2.450 -0.597 0.347
H -1.939 2.438 -1.983
H -2.541 2.112 0.617
H -0.740 0.973 -2.921
H -1.948 0.367 1.917
H 2.461 -1.849 2.374
H 1.483 -0.623 2.466
*
```

As for the energy above the lowest of the compared OMol25 structures with the same formula, charge and spin: 30.67 kcal per mole.

ORCA calculation (ωB97M-V with the def2-TZVPD basis set) on C7H6NO7Yb as an isolated structure at a distorted geometry.

The geometry in ORCA input format:
```
! RIJCOSX wB97M-V def2-TZVPD def2/J DEFGRID3
* xyz 2 2
O 3.031 0.070 -0.781
C 1.903 0.590 -0.643
Yb 1.649 -1.218 -1.812
O 1.315 -0.016 1.667
C 1.185 0.740 0.702
C 0.146 1.701 0.324
O -1.013 1.336 0.536
C 0.529 2.665 -0.742
O 1.646 1.794 -1.360
C -0.529 2.853 -1.712
O -1.253 2.761 -2.648
H 0.788 3.609 -0.392
N -1.710 -1.054 1.120
C -0.821 -2.232 1.127
C -0.092 -2.128 -0.225
O -0.467 -1.234 -1.075
O 1.011 -2.769 -0.401
H -1.211 -0.076 1.031
H -2.323 -0.964 1.927
H -2.289 -1.072 0.263
H -0.063 -2.205 1.945
H -1.433 -3.151 1.148
*
```

The expectation value of S² is 0.851. As for the energy above the lowest of the compared OMol25 structures with the same formula, charge and spin: 70.18 kcal per mole.